# 1
Computed, not measured: a molecular structure, C44H97CdN4O12, with ωB97M-V/def2-TZVPD.

Properties
max |F|	5.46	eV Å⁻¹
energy relative to the best compared isomer or geometry (same formula, charge and spin)	270.37	kcal per mole
charge	+1
orbital gap	1.115	eV
E_HOMO	-9.40	eV

Geometry (Å):
Cd 11.645 5.927 14.560
C 16.706 5.037 12.306
C 15.493 5.434 13.190
O 15.017 4.600 14.017
O 15.041 6.587 13.255
H 16.755 5.634 11.395
H 16.527 3.995 12.041
H 17.581 5.314 12.894
C 10.741 8.775 17.652
C 10.572 7.427 18.303
O 11.386 6.413 17.821
O 10.782 8.582 16.222
H 11.675 9.254 17.947
H 9.928 9.499 17.712
H 9.543 7.167 18.057
H 10.625 7.525 19.388
H 11.490 5.848 18.591
H 11.068 9.448 15.922
C 15.070 13.260 14.174
C 15.325 13.976 15.580
O 14.381 14.977 15.843
O 13.925 12.369 14.186
H 15.956 12.647 14.010
H 15.013 14.086 13.465
H 16.277 14.490 15.446
H 15.375 13.168 16.310
H 14.432 15.198 16.776
H 14.152 11.724 13.512
C 18.700 7.760 19.810
C 17.539 8.108 18.874
O 17.959 8.796 17.739
O 19.228 8.982 20.447
H 19.445 7.456 19.074
H 18.356 7.011 20.524
H 16.812 8.671 19.460
H 17.004 7.264 18.441
H 17.308 8.671 17.045
H 19.814 9.474 19.866
C 13.775 -1.897 12.087
C 13.452 -3.341 11.622
C 12.572 -4.111 12.574
C 11.089 -3.651 12.432
C 10.567 -3.652 11.000
C 11.515 -2.836 9.951
N 12.927 -3.255 10.269
O 13.964 -2.709 9.333
C 11.188 -3.290 8.539
C 11.338 -1.293 10.044
C 14.838 -4.178 11.582
H 13.027 -1.105 12.116
H 14.619 -1.501 11.522
H 13.952 -1.877 13.163
H 12.554 -5.147 12.235
H 13.008 -3.854 13.540
H 11.052 -2.598 12.715
H 10.492 -4.264 13.106
H 9.512 -3.384 11.057
H 10.766 -4.710 10.832
H 10.981 -4.359 8.481
H 10.416 -2.661 8.096
H 12.095 -3.244 7.937
H 12.294 -0.816 10.256
H 11.093 -0.836 9.085
H 10.601 -0.937 10.764
H 15.352 -4.414 12.513
H 15.613 -3.750 10.945
H 14.594 -5.100 11.055
H 14.282 -1.937 9.806
C 15.250 13.381 7.423
C 14.177 12.352 6.878
C 14.074 12.463 5.356
C 13.287 11.393 4.537
C 14.032 10.138 4.852
C 14.284 9.789 6.301
N 14.769 10.957 7.124
O 15.174 10.827 8.399
C 13.112 9.145 6.933
C 15.376 8.768 6.088
C 12.799 12.567 7.504
H 16.071 12.981 8.018
H 14.828 14.204 7.999
H 15.700 13.920 6.590
H 13.633 13.442 5.175
H 15.064 12.351 4.914
H 13.144 11.515 3.464
H 12.276 11.301 4.934
H 14.970 10.176 4.298
H 13.336 9.370 4.514
H 12.139 9.391 6.506
H 13.280 8.073 7.036
H 12.838 9.535 7.913
H 16.349 9.062 5.694
H 15.609 8.253 7.020
H 15.021 7.876 5.572
H 12.794 12.373 8.577
H 12.044 11.886 7.111
H 12.319 13.525 7.303
H 16.133 10.777 8.379
C 22.287 11.604 5.884
C 23.081 11.034 7.118
C 22.093 10.239 8.009
C 22.727 9.278 9.043
C 23.450 8.185 8.304
C 24.530 8.762 7.358
N 23.973 9.904 6.573
O 24.991 10.409 5.723
C 25.806 9.254 8.189
C 24.950 7.688 6.374
C 23.868 12.177 7.844
H 21.999 10.704 5.340
H 21.342 12.146 5.925
H 22.915 12.322 5.359
H 21.383 10.857 8.558
H 21.449 9.675 7.334
H 23.335 9.970 9.626
H 21.966 8.751 9.618
H 22.775 7.670 7.619
H 23.964 7.525 9.002
H 25.497 9.684 9.142
H 26.370 10.081 7.757
H 26.713 8.654 8.257
H 25.669 7.858 5.572
H 24.119 7.199 5.864
H 25.458 6.837 6.828
H 23.174 12.877 8.309
H 24.483 11.657 8.578
H 24.596 12.691 7.217
H 24.792 10.162 4.817
C 20.322 0.980 7.061
C 20.387 0.346 5.611
C 21.541 1.048 4.813
C 22.831 0.432 5.400
C 23.005 -1.015 5.158
C 21.861 -1.867 5.827
N 20.521 -1.150 5.542
O 19.524 -1.750 6.143
C 21.742 -3.270 5.120
C 22.201 -2.088 7.310
C 19.138 0.931 4.837
H 19.648 0.501 7.771
H 20.015 2.020 6.947
H 21.263 1.031 7.611
H 21.456 0.623 3.812
H 21.522 2.137 4.776
H 22.992 0.762 6.427
H 23.600 0.888 4.776
H 23.869 -1.469 5.644
H 23.030 -1.155 4.078
H 21.280 -3.911 5.872
H 21.182 -3.253 4.185
H 22.763 -3.651 5.132
H 23.009 -2.806 7.450
H 22.477 -1.166 7.823
H 21.441 -2.377 8.035
H 19.327 0.920 3.764
H 18.774 1.954 4.929
H 18.314 0.274 5.117
H 19.079 -2.194 5.417



# 2
Computed, not measured: a molecular structure, O4PPb, with ωB97M-V/def2-TZVPD.

Properties
max |F|	7.35	eV Å⁻¹
energy relative to the best compared isomer or geometry (same formula, charge and spin)	70.83	kcal per mole
charge	-1
orbital gap	4.312	eV
E_HOMO	-3.06	eV

Geometry (Å):
Pb -2.129 -0.487 1.118
P 0.458 0.099 -0.173
O 0.355 0.216 1.334
O 1.683 -0.707 -0.567
O 0.293 1.479 -0.782
O -0.660 -0.600 -0.930



# 3
Computed, not measured: a single C3H3NO2 molecule, with ωB97M-V/def2-TZVPD.

Properties
max |F|	5.91	eV Å⁻¹
energy relative to the best compared isomer or geometry (same formula, charge and spin)	154.89	kcal per mole
charge	0
orbital gap	9.399	eV
E_HOMO	-9.14	eV

Geometry (Å):
C -1.634 0.663 1.183
C -0.530 0.412 0.712
C 0.882 0.124 0.263
N 1.084 -0.565 -0.816
O 2.115 -0.966 -1.241
O -0.174 -0.900 -1.365
H -2.517 0.830 1.613
H 1.614 0.535 0.902
H -0.841 -0.133 -1.251



# 4
Computed, not measured: a molecular structure, C29H26BaN4O5S, with ωB97M-V/def2-TZVPD.

Properties
max |F|	0.54	eV Å⁻¹
energy relative to the best compared isomer or geometry (same formula, charge and spin)	0.00	kcal per mole
charge	0
orbital gap	7.358	eV
E_HOMO	-7.76	eV

Geometry (Å):
Ba -0.935 0.558 0.671
C -3.719 -1.015 3.281
C -2.221 -1.058 3.198
C -1.447 -0.118 3.881
C -0.053 -0.153 3.843
C 0.749 0.848 4.630
C 0.570 -1.135 3.074
C -0.172 -2.081 2.366
C 0.505 -3.117 1.514
C -1.562 -2.033 2.447
H -4.100 0.004 3.280
H -4.052 -1.501 4.201
H -4.177 -1.546 2.445
H -1.945 0.654 4.460
H 0.478 0.806 5.685
H 0.563 1.871 4.296
H 1.817 0.648 4.551
H 1.653 -1.164 3.018
H 0.548 -4.074 2.037
H 1.525 -2.821 1.271
H -0.042 -3.260 0.581
H -2.149 -2.752 1.886
O -3.944 -2.449 -1.359
C -3.746 -1.949 -2.595
C -4.792 -2.062 -3.516
C -4.645 -1.572 -4.796
C -3.459 -0.959 -5.192
C -2.426 -0.844 -4.288
C -2.541 -1.331 -2.981
C -1.429 -1.166 -2.015
O -1.591 -1.583 -0.813
N -0.320 -0.603 -2.484
N 0.546 -0.312 -1.495
C 1.771 -0.084 -1.767
C 2.658 0.384 -0.687
C 4.037 0.420 -0.891
C 4.864 0.868 0.123
C 4.294 1.278 1.319
C 2.916 1.217 1.435
N 2.104 0.786 0.472
H -3.101 -2.266 -0.876
H -5.710 -2.536 -3.195
H -5.465 -1.665 -5.497
H -3.350 -0.574 -6.197
H -1.496 -0.370 -4.567
H 2.177 -0.222 -2.767
H 4.442 0.093 -1.839
H 5.936 0.899 -0.017
H 4.897 1.643 2.137
H 2.436 1.536 2.356
O -5.104 1.716 1.946
S -4.989 1.310 0.546
O -5.803 2.483 -0.327
N -3.461 1.581 0.073
C -2.976 2.818 -0.110
O -1.737 2.998 -0.174
C -3.905 3.958 -0.258
C -3.424 5.264 -0.334
C -4.288 6.327 -0.501
C -5.656 6.090 -0.600
C -6.158 4.804 -0.527
C -5.277 3.741 -0.355
H -2.354 5.410 -0.265
H -3.905 7.337 -0.558
H -6.340 6.919 -0.731
H -7.218 4.602 -0.597



# 5
Computed, not measured: 2 unconnected molecules or ions with the total composition CH5INP, with ωB97M-V/def2-TZVPD.

Properties
max |F|	2.84	eV Å⁻¹
energy relative to the best compared isomer or geometry (same formula, charge and spin)	54.22	kcal per mole
charge	0
orbital gap (spin up / spin down)	7.130 / 5.015	eV
E_HOMO (spin up / spin down)	-8.58 / -7.62	eV

Geometry (Å):
C 0.066 -0.779 -0.706
N 0.183 1.572 0.479
P 0.611 0.931 -0.988
I 4.012 -0.316 0.167
H -0.781 -0.904 -0.130
H 0.781 -1.412 -0.314
H -0.102 -1.445 -1.563
H 0.815 2.123 0.995
H -0.276 1.144 1.263



# 6
Computed, not measured: a molecular structure, C4H4F2, with ωB97M-V/def2-TZVPD.

Properties
max |F|	5.56	eV Å⁻¹
energy relative to the best compared isomer or geometry (same formula, charge and spin)	114.95	kcal per mole
charge	0
orbital gap (spin up / spin down)	8.973 / 7.007	eV
E_HOMO (spin up / spin down)	-9.56 / -8.11	eV

Geometry (Å):
C -1.895 -0.618 0.101
C -0.773 0.126 0.185
C 2.084 0.961 0.298
C 0.533 -0.320 0.020
F 3.236 0.335 -0.029
F 0.858 -1.590 0.127
H -2.783 -0.003 -0.070
H -1.991 -1.683 -0.118
H -1.002 1.178 -0.010
H 1.732 1.613 -0.505



# 7
Computed, not measured: a molecular structure, C23H22Cl2CoN2O3Te, with ωB97M-V/def2-TZVPD.

Properties
max |F|	1.82	eV Å⁻¹
energy relative to the best compared isomer or geometry (same formula, charge and spin)	0.00	kcal per mole
charge	0
2S+1	2
orbital gap (spin up / spin down)	7.778 / 7.688	eV
⟨S²⟩	0.99
E_HOMO (spin up / spin down)	-7.79 / -7.69	eV

Geometry (Å):
Co -0.508 -0.118 0.177
O 0.149 -1.961 0.758
C 1.088 -2.692 0.167
C 1.065 -4.088 0.273
C 2.050 -4.859 -0.313
C 3.100 -4.275 -1.025
C 3.134 -2.902 -1.134
C 2.139 -2.107 -0.554
C 2.248 -0.667 -0.694
N 1.369 0.169 -0.297
N 1.748 1.520 -0.462
C 0.672 2.239 -0.400
O -0.525 1.766 -0.218
C 0.838 3.722 -0.544
C 2.104 4.262 -0.763
C 2.268 5.632 -0.891
C 1.171 6.480 -0.803
C -0.091 5.947 -0.585
C -0.254 4.574 -0.456
H 0.255 -4.547 0.826
H 2.003 -5.937 -0.217
H 3.869 -4.884 -1.480
H 3.941 -2.416 -1.673
H 3.154 -0.254 -1.134
H 2.950 3.593 -0.830
H 3.257 6.040 -1.062
H 1.300 7.550 -0.905
H -0.951 6.601 -0.514
H -1.231 4.155 -0.281
O -0.262 0.051 2.303
H 0.474 0.650 2.484
H 0.128 -0.846 2.311
Cl -4.969 2.913 0.487
C -3.275 2.449 0.582
Cl -3.078 0.681 0.468
H -2.869 2.770 1.533
H -2.733 2.866 -0.251
C -2.653 -2.711 1.595
Te -2.151 -2.469 -0.469
C -4.283 -2.631 -0.678
C -4.714 -3.518 0.463
C -5.860 -4.305 0.412
C -6.208 -5.111 1.487
C -5.406 -5.136 2.621
C -4.257 -4.360 2.675
C -3.905 -3.551 1.601
H -2.827 -1.721 2.019
H -1.815 -3.174 2.106
H -4.549 -3.046 -1.648
H -4.707 -1.630 -0.597
H -6.481 -4.292 -0.477
H -7.098 -5.725 1.437
H -5.670 -5.770 3.458
H -3.624 -4.389 3.554



# 8
Computed, not measured: a single H4O3SSi molecule, with ωB97M-V/def2-TZVPD.

Properties
max |F|	2.94	eV Å⁻¹
energy relative to the best compared isomer or geometry (same formula, charge and spin)	3.49	kcal per mole
charge	0
orbital gap	9.711	eV
E_HOMO	-9.34	eV

Geometry (Å):
O 0.008 1.773 0.149
Si -0.027 0.116 0.023
O -0.717 -0.450 -1.301
O -0.685 -0.444 1.352
S 1.915 -0.730 -0.350
H 0.276 2.475 -0.484
H -1.598 -0.401 -1.561
H -0.482 -0.510 2.234
H 1.310 -1.828 -0.063



# 9
Computed, not measured: 2 unconnected molecules or ions with the total composition C2H5OP, with ωB97M-V/def2-TZVPD.

Properties
max |F|	3.84	eV Å⁻¹
energy relative to the best compared isomer or geometry (same formula, charge and spin)	75.80	kcal per mole
charge	0
orbital gap	9.218	eV
E_HOMO	-8.60	eV

Geometry (Å):
C -1.420 -0.140 0.267
C 0.455 0.925 -0.056
O -2.526 -0.247 -0.196
P 1.598 -0.447 -0.080
H 0.526 1.780 0.727
H -1.015 -0.976 0.976
H 0.268 1.491 -0.950
H 1.143 -1.063 -1.426
H 0.970 -1.324 0.737



# 10
Computed, not measured: a single C21H31N5O3 molecule, with ωB97M-V/def2-TZVPD.

Properties
max |F|	0.82	eV Å⁻¹
energy relative to the best compared isomer or geometry (same formula, charge and spin)	7.83	kcal per mole
charge	0
orbital gap	8.588	eV
E_HOMO	-7.97	eV

Geometry (Å):
C 7.243 3.679 1.608
C 7.600 2.408 0.859
O 6.404 1.872 0.296
C 6.566 0.727 -0.409
O 7.634 0.171 -0.538
N 5.416 0.311 -0.983
C 4.106 0.845 -0.686
C 3.320 -0.152 0.163
N 3.232 -1.421 -0.539
C 2.379 -2.373 0.134
C 0.938 -1.983 0.156
N 0.441 -0.805 -0.093
C -0.915 -0.928 0.059
C -1.920 0.017 -0.087
C -3.229 -0.383 0.139
N -4.232 0.585 -0.018
C -5.576 0.492 0.198
O -6.145 -0.508 0.573
C -6.285 1.815 -0.061
C -7.804 1.649 -0.163
C -8.493 3.009 -0.100
C -8.174 0.917 -1.450
C -3.528 -1.705 0.502
C -2.536 -2.651 0.649
C -1.228 -2.257 0.426
N -0.019 -2.911 0.483
C 0.194 -4.290 0.815
C 4.561 -1.959 -0.770
C 5.363 -0.981 -1.628
H 6.801 4.401 0.927
H 6.527 3.461 2.396
H 8.139 4.106 2.048
H 8.316 2.607 0.055
H 8.044 1.662 1.529
H 4.212 1.795 -0.166
H 3.578 0.999 -1.631
H 2.304 0.215 0.313
H 3.819 -0.271 1.143
H 2.462 -3.329 -0.396
H 2.704 -2.552 1.183
H -1.677 1.030 -0.368
H -3.881 1.487 -0.308
H -5.898 2.267 -0.978
H -6.044 2.481 0.773
H -8.131 1.040 0.686
H -9.571 2.890 -0.165
H -8.262 3.520 0.833
H -8.168 3.639 -0.927
H -7.701 -0.061 -1.475
H -9.250 0.779 -1.511
H -7.850 1.486 -2.321
H -4.557 -1.974 0.669
H -2.790 -3.663 0.928
H -0.748 -4.724 1.142
H 0.924 -4.383 1.622
H 0.556 -4.849 -0.052
H 4.474 -2.912 -1.299
H 5.102 -2.135 0.179
H 6.385 -1.336 -1.767
H 4.872 -0.864 -2.598



# 11
Computed, not measured: a molecular structure, C22H30CeO2Si, with ωB97M-V/def2-TZVPD.

Properties
max |F|	10.13	eV Å⁻¹
energy relative to the best compared isomer or geometry (same formula, charge and spin)	68.69	kcal per mole
charge	+1
2S+1	2
orbital gap (spin up / spin down)	7.796 / 8.020	eV
⟨S²⟩	0.75
E_HOMO (spin up / spin down)	-10.62 / -10.81	eV

Geometry (Å):
C 0.842 2.190 4.212
C 1.248 2.575 2.908
C 0.087 2.789 2.136
H 2.264 2.683 2.566
C -1.039 2.532 2.950
C -0.568 2.160 4.236
H -1.180 1.905 5.085
H 1.496 1.961 5.038
H 0.062 3.057 1.094
H -2.069 2.597 2.643
Ce 0.130 0.576 2.742
C -0.242 -0.003 0.701
H -1.182 0.450 0.366
H -0.311 -1.069 0.454
H 0.545 0.405 0.058
Si -0.426 -1.465 -3.375
C 1.369 -1.230 -3.849
C 2.023 -0.021 -3.595
H 1.479 0.800 -3.144
C 3.358 0.152 -3.926
H 3.847 1.096 -3.723
C 4.067 -0.884 -4.519
H 5.109 -0.750 -4.780
C 3.434 -2.091 -4.782
H 3.981 -2.899 -5.250
C 2.097 -2.259 -4.450
H 1.614 -3.204 -4.669
C -1.422 0.069 -3.775
C -1.226 0.754 -4.978
H -0.473 0.411 -5.677
C -1.974 1.879 -5.288
H -1.808 2.397 -6.224
C -2.934 2.343 -4.398
H -3.517 3.223 -4.639
C -3.139 1.679 -3.198
H -3.882 2.040 -2.498
C -2.388 0.553 -2.891
H -2.554 0.049 -1.946
H -0.579 -1.736 -1.919
H -0.936 -2.657 -4.106
C 1.630 -0.948 4.928
O 1.386 -1.186 3.558
C 0.601 -2.347 3.352
C -0.868 -2.161 3.734
O -1.465 -1.116 2.979
C -2.527 -0.559 3.723
H 1.931 -1.872 5.469
H 0.742 -0.493 5.414
H 2.486 -0.249 5.016
H 0.655 -2.602 2.274
H 1.030 -3.223 3.889
H -1.400 -3.108 3.507
H -0.912 -1.996 4.836
H -3.325 -1.315 3.894
H -2.182 -0.148 4.698
H -2.981 0.265 3.141



# 12
Computed, not measured: 2 unconnected molecules or ions with the total composition C4H12OS, with ωB97M-V/def2-TZVPD.

Properties
max |F|	3.95	eV Å⁻¹
energy relative to the best compared isomer or geometry (same formula, charge and spin)	44.86	kcal per mole
charge	0
orbital gap	9.245	eV
E_HOMO	-8.65	eV

Geometry (Å):
C 1.533 0.683 -1.789
C 0.096 0.200 -1.448
C -0.483 0.505 0.031
C 0.501 0.408 1.190
S -0.364 0.435 2.750
H 1.907 0.085 -2.575
H 2.222 0.484 -0.865
H 1.613 1.768 -2.073
H -0.722 0.756 -1.978
H -0.046 -0.846 -1.834
H -0.972 1.541 -0.045
H -1.377 -0.154 0.269
H 1.414 -0.259 0.958
H 1.078 1.385 1.386
H -1.417 0.106 1.972
O -1.237 -2.315 1.178
H -2.053 -2.548 0.783
H -1.693 -2.234 2.091



# 13
Computed, not measured: a single C4H10N2OS molecule, with ωB97M-V/def2-TZVPD.

Properties
max |F|	2.88	eV Å⁻¹
energy relative to the best compared isomer or geometry (same formula, charge and spin)	29.30	kcal per mole
charge	0
orbital gap	9.594	eV
E_HOMO	-9.02	eV

Geometry (Å):
N -2.974 -0.211 0.489
C -1.521 -0.314 0.418
N -1.015 0.920 -0.202
C 0.301 0.973 -0.626
O 0.702 2.073 -0.987
C 1.104 -0.296 -0.876
C 1.941 -0.738 0.309
S 3.300 0.417 0.632
H -3.238 0.239 1.348
H -3.464 -1.063 0.279
H -1.219 -1.238 -0.089
H -1.155 -0.270 1.508
H -1.597 1.735 -0.028
H 0.319 -0.970 -1.347
H 1.733 -0.010 -1.753
H 2.424 -1.694 0.095
H 1.254 -0.901 1.147
H 3.105 1.346 -0.315